Entry 1:
Density functional theory data (ωB97M-V with the def2-TZVPD basis set) for C21H30N2OsSi as an isolated structure in a non-equilibrium geometry.

The geometry in XYZ format:
```
55
Properties=species:S:1:pos:R:3:forces:R:3:nbo_charge:R:1
C 0.3675 2.1700 3.6144 -0.6 1.0 1.0 -0.284
C 0.8214 2.3601 2.2636 0.3 0.2 0.1 -0.277
C -0.3311 2.3616 1.4126 -0.2 0.5 -0.1 -0.224
H 1.8546 2.4970 1.9405 -0.4 0.0 0.2 0.267
C -1.4933 2.1632 2.2273 -0.8 0.8 0.2 -0.283
C -1.0599 2.0517 3.5912 0.3 1.3 0.7 -0.239
H -1.6997 1.9083 4.4597 0.2 0.0 -0.2 0.269
H 0.9934 2.1232 4.5011 -0.2 0.1 -0.2 0.268
H -0.3329 2.5411 0.3407 0.0 -0.2 0.2 0.265
H -2.5225 2.1259 1.8696 0.4 0.1 0.2 0.270
Os -0.2051 0.4932 2.3977 0.9 -2.6 -0.3 0.883
C -0.2665 -0.5011 0.6236 0.4 -0.5 -0.5 -0.968
H -1.1246 -0.2389 -0.0065 0.1 -0.1 0.1 0.231
H -0.0473 -1.5686 0.6423 -0.2 -0.2 -0.3 0.204
H 0.6306 0.0669 0.3063 -0.2 -0.3 -0.2 0.236
Si -0.2874 -0.9094 -2.2774 -1.7 -0.2 -1.0 1.133
C 1.2207 -0.8985 -3.3713 -0.1 -0.4 0.8 -0.367
C 2.0627 0.2365 -3.2484 1.1 0.2 -0.4 -0.098
H 1.7766 1.0877 -2.6151 0.0 -0.3 -0.5 0.217
C 3.3120 0.2308 -3.8743 -0.6 0.2 0.2 -0.240
H 3.9642 1.1049 -3.7858 -0.2 -0.4 -0.1 0.247
C 3.7279 -0.9130 -4.5758 -0.1 0.2 0.3 -0.083
H 4.6981 -0.9149 -5.0710 -0.2 -0.1 0.2 0.247
C 2.9364 -2.0759 -4.5804 -0.8 -0.4 0.2 -0.163
H 3.3033 -2.9951 -5.0432 -0.1 0.4 0.0 0.250
C 1.6871 -2.0821 -3.9473 1.2 -0.5 -0.4 -0.209
H 1.0932 -3.0004 -3.8657 0.3 0.4 -0.3 0.242
C -1.5023 0.2286 -3.1020 0.1 -1.6 3.6 -0.434
C -1.2699 0.6934 -4.4176 -0.1 2.5 -4.0 -0.124
H -0.4054 0.3342 -4.9849 -0.5 0.0 0.1 0.207
C -2.0866 1.6812 -4.9857 1.1 -0.6 0.4 -0.233
H -1.8474 2.0906 -5.9734 -0.2 -0.3 0.4 0.244
C -3.1823 2.1832 -4.2678 0.5 1.5 -3.1 -0.166
H -3.8036 2.9741 -4.6948 0.2 -0.4 0.1 0.230
C -3.4581 1.6877 -2.9843 0.4 -2.3 3.8 -0.048
H -4.2991 2.0910 -2.4102 0.3 -0.2 -0.2 0.227
C -2.6356 0.7092 -2.4088 -1.6 1.2 -0.2 -0.289
H -2.8468 0.3532 -1.3977 -0.1 0.1 -0.3 0.207
H 0.7821 -0.6922 -1.2211 0.5 0.0 0.0 -0.044
H -1.0278 -2.1551 -1.7605 0.7 0.6 -0.5 -0.120
N -1.4173 -1.1402 3.2321 -0.2 -0.3 -0.1 -0.780
C -1.0605 -1.7832 4.5695 -0.6 0.2 -0.4 -0.216
C 0.2673 -1.2944 5.0929 0.2 -0.2 0.5 -0.444
C 1.4188 -1.6992 4.1970 0.6 0.3 -0.5 -0.220
N 1.5316 -0.7848 2.9901 0.1 0.0 -0.4 -0.780
H -1.4579 -1.8708 2.5108 0.1 0.3 0.3 0.405
H -2.3787 -0.7836 3.2485 0.4 -0.2 0.3 0.411
H -1.8678 -1.5671 5.2789 0.2 -0.1 -0.2 0.230
H -1.0264 -2.8684 4.4117 -0.1 0.2 0.1 0.215
H 0.2633 -0.2093 5.2569 0.0 -0.2 -0.1 0.221
H 0.4341 -1.7424 6.0820 -0.1 0.0 -0.2 0.261
H 2.3771 -1.6510 4.7313 -0.3 -0.1 -0.1 0.229
H 1.2972 -2.7216 3.8135 0.0 0.2 0.2 0.211
H 2.3343 -0.1530 3.1054 -0.5 -0.3 0.2 0.405
H 1.7884 -1.3343 2.1594 -0.1 0.1 0.5 0.401
```
Forces are in eV/Å.

The value obtained for the calculated total energy is -1307.02170 a.u. The calculation puts the LUMO energy (spin up / spin down) at -0.1817 / -0.3444 Eh. For the HOMO-LUMO gap (spin up / spin down), the calculation gives 5.274 / 4.578 eV. As for the expectation value of S²: 6.058. The charge is +2. Its HOMO energy (spin up / spin down) is -0.3755 / -0.5127 Ha. The spin multiplicity is 5.

Entry 2:
Density functional theory data (ωB97M-V with the def2-TZVPD basis set) for C21H30N3OS3Ti as an isolated structure in a non-equilibrium geometry.

The geometry in XYZ format:
```
59
Properties=species:S:1:pos:R:3:forces:R:3:nbo_charge:R:1
Ti -0.0311 0.1436 0.3286 1.4 3.0 1.3 1.699
C 4.9958 0.7017 0.3462 -0.1 -0.3 0.2 -0.233
C 4.6750 1.5989 -0.6622 -0.1 0.0 0.0 -0.168
C 3.4030 1.6339 -1.1935 -0.5 0.0 0.0 -0.261
C 2.4288 0.7516 -0.7020 1.2 -0.2 0.3 0.223
C 2.7727 -0.1984 0.2863 -0.5 0.4 -0.5 -0.298
C 4.0510 -0.2092 0.8085 0.3 0.2 0.2 -0.177
N 1.1105 0.7692 -1.0417 -0.9 -1.4 0.5 -0.568
N 0.6096 1.6121 -1.9230 -1.8 1.5 -1.8 -0.324
C -0.7319 1.6854 -1.8331 2.6 0.1 -0.1 0.323
C -1.5034 2.3629 -2.7912 -1.5 0.4 -0.3 -0.210
C -2.8748 2.3795 -2.6586 1.6 0.3 -0.7 -0.173
C -3.4716 1.7312 -1.5726 0.3 -0.9 1.6 -0.264
C -2.6652 1.1177 -0.6350 -2.4 0.3 -0.5 0.017
N -1.3345 1.0908 -0.7482 0.9 -0.1 -0.3 -0.702
H 5.9912 0.7007 0.7578 0.1 -0.1 0.1 0.229
H 5.4266 2.2777 -1.0330 0.1 0.1 -0.1 0.230
H 3.1235 2.3241 -1.9750 0.0 0.1 0.0 0.250
H 2.0114 -0.9387 0.5941 0.6 -0.1 -0.1 0.190
H 4.3296 -0.9215 1.5718 0.0 -0.1 0.0 0.226
H -1.0008 2.8370 -3.6174 0.1 0.0 -0.1 0.246
H -3.4870 2.8795 -3.3912 0.0 0.1 -0.1 0.234
H -4.5432 1.7005 -1.4680 -0.1 0.0 0.1 0.236
H -3.0742 0.6182 0.2433 -0.1 0.1 -0.2 0.209
C 1.6772 1.4381 4.3532 -0.1 0.5 -0.1 -0.537
C 1.3164 0.6290 3.1239 0.0 -0.2 0.0 -0.542
S -0.4775 0.3259 2.8045 0.2 0.4 0.9 0.264
C -1.2825 1.9266 3.1680 -0.1 -0.2 0.0 -0.527
C -1.1181 3.0332 2.1291 0.4 0.0 -0.4 -0.544
S 0.2762 2.8175 0.9583 -0.2 1.0 0.3 0.260
C 1.5560 4.0081 1.5113 -0.1 -0.5 -0.1 -0.514
C 2.3935 3.6482 2.7252 -0.3 0.0 0.4 -0.544
S 1.4165 3.2447 4.2194 0.4 -0.1 -0.1 0.189
H 2.7383 1.2933 4.5676 -0.1 -0.2 0.0 0.244
H 1.1011 1.1268 5.2231 0.1 0.0 0.1 0.246
H 1.7133 -0.3839 3.2429 0.0 0.0 -0.1 0.246
H 1.7679 1.0877 2.2375 -0.1 -0.2 0.3 0.247
H -0.9064 2.2480 4.1376 -0.1 -0.1 -0.1 0.258
H -2.3341 1.6576 3.2796 0.0 0.0 0.0 0.248
H -0.9590 3.9853 2.6339 -0.1 0.0 -0.1 0.259
H -2.0038 3.1034 1.4917 0.1 0.0 0.1 0.245
H 1.0490 4.9615 1.6534 0.0 0.0 -0.1 0.237
H 2.2044 4.0734 0.6325 -0.1 0.2 0.0 0.252
H 2.9846 4.5275 2.9891 0.1 -0.2 0.0 0.250
H 3.0636 2.8150 2.5236 0.1 0.0 0.0 0.228
C -0.2301 -2.0266 -2.0598 -0.2 0.0 0.4 -0.615
C -0.9301 -2.3865 -0.7350 -0.4 -1.9 -1.8 0.236
C -2.4567 -2.3953 -0.9275 0.4 0.3 0.2 -0.617
C -0.4569 -3.7642 -0.2480 -0.1 0.5 0.1 -0.612
O -0.6000 -1.4258 0.2126 -0.6 -2.1 0.6 -0.783
H -0.4574 -2.7630 -2.8262 0.0 -0.1 0.0 0.234
H 0.8533 -1.9958 -1.9128 -0.1 0.0 -0.1 0.219
H -0.5784 -1.0482 -2.4027 0.1 -0.1 -0.1 0.214
H -2.7673 -3.2807 -1.4750 0.0 -0.1 -0.1 0.232
H -2.7650 -1.5118 -1.4860 -0.1 0.0 0.0 0.216
H -2.9433 -2.3965 0.0479 -0.1 0.0 0.0 0.216
H -0.6707 -4.5138 -1.0035 0.0 -0.1 -0.1 0.227
H -0.9706 -4.0373 0.6713 0.0 0.0 0.1 0.219
H 0.6150 -3.7496 -0.0618 0.1 0.0 0.0 0.212
```
Forces are in eV/Å.

The value obtained for the calculated total energy is -3101.54978 a.u. The calculation puts the LUMO energy (spin up / spin down) at -0.1398 / -0.1429 Eh. For the HOMO-LUMO gap (spin up / spin down), the calculation gives 5.798 / 5.704 eV. The value obtained for the energy above the lowest of the compared OMol25 structures with the same formula, charge and spin is 63.58 kJ/mol. The charge is +1. Its HOMO energy (spin up / spin down) is -0.3529 / -0.3526 Ha.

Entry 3:
Density functional theory data (ωB97M-V with the def2-TZVPD basis set) for one molecule with the formula C21H30N4O3.

The geometry in XYZ format:
```
58
Properties=species:S:1:pos:R:3:forces:R:3:nbo_charge:R:1
C 2.7126 2.3729 -1.8732 0.0 -0.1 0.0 -0.635
C 3.4855 1.9866 -0.6469 0.1 0.0 0.0 -0.035
C 4.6820 2.6274 -0.3537 0.0 0.0 0.0 -0.202
C 5.4064 2.3119 0.7815 0.1 0.0 0.1 -0.215
C 4.9277 1.3493 1.6520 0.1 0.1 0.0 -0.217
C 3.7390 0.7013 1.3708 0.0 0.0 0.0 -0.226
C 3.0171 0.9973 0.2222 0.1 0.0 0.1 0.046
C 1.7194 0.2866 -0.0610 0.0 -0.1 0.0 -0.266
N 1.5903 -0.9589 0.6783 0.1 0.0 0.0 -0.447
C 2.4832 -1.9991 0.2165 0.1 -0.3 -0.2 -0.225
C 1.8038 -2.9167 -0.8079 0.3 0.5 0.1 -0.243
N 0.7051 -3.5492 -0.1247 0.0 -0.4 -0.1 -0.599
C -0.0742 -2.8604 0.7211 0.1 -0.1 -0.2 0.696
O -0.9963 -3.3874 1.3284 -0.2 -0.1 0.2 -0.666
C 0.1903 -1.3663 0.7740 -0.2 0.3 0.3 -0.180
C -0.4455 -0.7265 2.0259 -0.1 0.1 -0.1 -0.496
C -1.8174 -0.1613 1.7035 0.3 -0.4 0.3 0.693
O -2.0752 1.0291 1.7352 0.0 0.5 0.0 -0.668
N -2.7078 -1.1131 1.3726 -0.2 -0.3 -0.1 -0.637
C -4.0160 -0.8237 0.8493 -0.1 0.1 -0.3 -0.233
C -4.0449 -0.8737 -0.6907 0.0 -0.3 0.3 -0.223
N -3.4224 0.2775 -1.3018 -0.1 -0.2 0.2 -0.437
C -4.1185 1.5447 -1.3209 0.0 0.5 0.0 -0.211
C -3.2510 2.6357 -0.6909 -0.1 0.0 0.1 -0.428
C -1.8556 2.6665 -1.3332 0.0 0.1 0.0 -0.399
C -1.6791 1.5331 -2.3488 0.2 0.0 0.1 -0.490
C -2.1663 0.2197 -1.7807 0.1 0.2 -0.4 0.698
O -1.4896 -0.7992 -1.7766 0.3 -0.3 -0.1 -0.675
H 3.1971 3.2013 -2.3841 0.0 0.0 0.0 0.218
H 1.6997 2.6737 -1.6081 -0.1 0.0 -0.1 0.216
H 2.6432 1.5365 -2.5693 -0.1 0.0 -0.1 0.216
H 5.0497 3.3901 -1.0259 0.0 0.1 -0.1 0.204
H 6.3356 2.8222 0.9884 0.1 0.0 0.0 0.211
H 5.4766 1.1049 2.5494 0.0 0.0 0.1 0.211
H 3.3521 -0.0453 2.0464 0.0 -0.1 0.1 0.226
H 0.8987 0.9419 0.2491 -0.1 0.0 -0.1 0.220
H 1.6084 0.1190 -1.1450 -0.1 0.1 0.0 0.183
H 2.7767 -2.6116 1.0781 0.1 0.0 -0.2 0.197
H 3.3793 -1.5404 -0.2027 0.0 0.0 0.0 0.219
H 1.4340 -2.3239 -1.6541 0.1 -0.1 0.0 0.200
H 2.4924 -3.6763 -1.1795 -0.1 0.0 0.0 0.212
H 0.5082 -4.5291 -0.2571 -0.1 0.1 0.1 0.410
H -0.3507 -1.0197 -0.1256 0.1 -0.1 0.2 0.270
H 0.1967 0.0789 2.3805 -0.1 0.0 -0.1 0.240
H -0.5403 -1.4775 2.8119 0.0 0.0 0.0 0.241
H -2.3732 -2.0732 1.3451 0.0 0.1 0.1 0.435
H -4.7278 -1.5545 1.2422 0.0 0.1 0.0 0.202
H -4.2949 0.1752 1.1959 -0.1 -0.1 0.0 0.220
H -5.0807 -0.9399 -1.0368 0.0 0.0 0.0 0.195
H -3.4939 -1.7552 -1.0297 -0.2 0.1 0.0 0.237
H -4.3682 1.8102 -2.3571 -0.1 0.0 0.1 0.187
H -5.0523 1.4388 -0.7670 0.0 0.0 -0.1 0.212
H -3.1429 2.4167 0.3711 -0.1 0.0 -0.1 0.254
H -3.7545 3.5967 -0.7962 0.0 0.0 0.0 0.206
H -1.6760 3.6197 -1.8335 0.1 0.0 0.0 0.209
H -1.1050 2.5566 -0.5498 0.0 0.0 0.0 0.217
H -0.6315 1.4253 -2.6324 -0.1 -0.1 0.0 0.232
H -2.2538 1.7488 -3.2535 0.0 0.0 0.0 0.217
```
Forces are in eV/Å.

The value obtained for the calculated total energy is -1263.03627 a.u. The calculation puts the LUMO energy at 0.0287 Eh. As for the structure (SMILES): Cc1ccccc1CN1CCNC(=O)[C@H]1CC(=O)NCCN1CCCCC1=O. For the HOMO-LUMO gap, the calculation gives 9.285 eV. The value obtained for the energy above the lowest of the compared OMol25 structures with the same formula, charge and spin is 71.32 kJ/mol. The charge is 0. Its HOMO energy is -0.3126 Ha.

Entry 4:
Density functional theory data (ωB97M-V with the def2-TZVPD basis set) for one molecule with the formula C21H30N6OS in a non-equilibrium geometry.

The geometry in XYZ format:
```
59
Properties=species:S:1:pos:R:3:forces:R:3:nbo_charge:R:1
C -6.2817 -0.9607 0.9653 0.1 0.0 0.0 -0.638
C -5.0706 -1.6730 0.4823 0.4 -0.2 -0.2 0.164
C -5.0062 -2.9378 -0.1513 0.3 0.0 0.0 -0.341
C -3.6787 -3.1580 -0.4083 -0.3 -0.1 0.0 0.202
C -3.0183 -4.3168 -1.0521 0.0 -0.2 -0.1 -0.639
N -3.0159 -2.0541 0.0670 -0.9 -0.5 -0.2 -0.210
C -1.6639 -1.7815 0.0494 1.4 0.2 -0.1 0.584
N -1.2984 -0.6540 0.6419 0.0 0.2 0.2 -0.529
C -0.0155 -0.3166 0.6584 0.1 -0.6 -0.2 0.456
N 0.3113 0.8353 1.2793 0.4 0.2 0.0 -0.580
C -0.7119 1.7341 1.7672 -0.5 0.2 -0.1 -0.214
C -1.4348 2.4844 0.6459 0.4 0.0 0.0 -0.428
C -0.4737 3.3077 -0.2121 -0.3 0.0 0.2 -0.220
N -1.1706 4.3082 -1.0019 0.1 0.1 0.0 -0.430
C -2.0054 3.7152 -2.0265 0.0 0.0 0.1 -0.418
C -0.2444 5.2598 -1.5787 0.0 0.0 0.0 -0.408
C 0.9543 -1.1713 0.0693 -0.5 -0.4 -0.3 -0.177
C 2.3773 -1.1187 -0.0573 0.4 -0.2 -0.2 -0.052
C 2.8669 -2.1666 -0.7657 -0.3 0.2 0.1 -0.202
S 1.6449 -3.2942 -1.2929 0.0 0.4 0.2 0.407
C 0.4186 -2.3151 -0.5417 0.3 0.5 0.3 0.092
N -0.8649 -2.6397 -0.5670 -0.7 -0.2 0.0 -0.535
C 4.3156 -2.3704 -1.0536 0.1 -0.3 -0.1 -0.094
O 5.0814 -1.2426 -0.7041 0.0 0.1 0.0 -0.528
C 4.7505 -0.6452 0.5471 0.0 0.4 0.5 0.277
C 5.7509 0.4987 0.7165 -0.2 -0.4 -0.2 -0.611
C 4.8899 -1.6393 1.7068 0.0 0.1 -0.4 -0.652
C 3.3102 -0.0890 0.5038 0.3 -0.2 -0.2 -0.456
N -3.8686 -1.1619 0.6040 -0.4 0.8 0.4 -0.259
H -6.8012 -1.5618 1.7103 -0.1 0.0 0.0 0.219
H -6.9677 -0.7789 0.1390 -0.1 0.0 0.0 0.219
H -5.9912 -0.0122 1.4071 0.0 0.1 0.0 0.232
H -5.8266 -3.5870 -0.3816 -0.1 -0.2 -0.1 0.221
H -3.7672 -5.0628 -1.3066 -0.1 0.0 0.0 0.216
H -2.4931 -4.0065 -1.9531 0.0 -0.1 0.0 0.239
H -2.2794 -4.7562 -0.3848 0.0 -0.1 -0.1 0.236
H 1.2159 1.2278 1.0797 0.0 -0.1 0.0 0.396
H -1.4427 1.1283 2.3056 0.1 0.1 0.1 0.234
H -0.2338 2.4346 2.4559 0.0 0.0 0.0 0.194
H -1.9627 1.7464 0.0435 -0.1 0.0 0.0 0.227
H -2.1678 3.1578 1.0896 -0.1 0.0 0.0 0.218
H 0.1281 2.6366 -0.8554 0.0 0.1 0.0 0.157
H 0.2137 3.8455 0.4498 0.1 0.0 0.0 0.185
H -1.4289 3.1016 -2.7377 0.0 0.0 0.0 0.161
H -2.5031 4.5102 -2.5796 -0.1 0.0 -0.1 0.200
H -2.7656 3.0919 -1.5629 -0.1 -0.1 -0.1 0.206
H 0.3173 5.7457 -0.7816 0.1 0.0 0.0 0.196
H -0.8069 6.0211 -2.1169 0.0 0.1 -0.1 0.200
H 0.4695 4.7940 -2.2778 0.0 0.0 0.0 0.159
H 4.4816 -2.5181 -2.1256 0.0 -0.1 0.1 0.208
H 4.6797 -3.2715 -0.5317 0.0 0.1 -0.1 0.178
H 6.7548 0.0962 0.8159 0.1 0.0 0.0 0.218
H 5.5114 1.0857 1.5988 0.0 0.1 0.1 0.207
H 5.7261 1.1388 -0.1610 0.0 0.1 -0.1 0.218
H 4.8644 -1.1056 2.6531 0.0 0.0 0.1 0.217
H 4.0822 -2.3674 1.6996 -0.1 -0.1 0.1 0.217
H 5.8393 -2.1637 1.6282 0.1 0.0 0.0 0.220
H 3.0112 0.1875 1.5172 0.0 0.0 0.0 0.217
H 3.2944 0.8052 -0.1282 0.0 0.1 0.1 0.220
```
Forces are in eV/Å.

The value obtained for the calculated total energy is -1620.20277 a.u. The calculation puts the LUMO energy at 0.0208 Eh. As for the structure (SMILES): Cc1cc(C)n(-c2nc(NCCCN(C)C)c3c4c(sc3n2)COC(C)(C)C4)n1. For the HOMO-LUMO gap, the calculation gives 8.353 eV. The value obtained for the energy above the lowest of the compared OMol25 structures with the same formula, charge and spin is 9.41 kJ/mol. The charge is 0. Its HOMO energy is -0.2862 Ha.

Q: What is the calculated total energy in the third record?
A: -1263.03627 a.u.